18
Properties=species:S:1:pos:R:3 method="wB97M-V/def2-TZVPD" de_lowest_ev=1.267 spin_multiplicity=1 total_charge=+1 e_lumo_ha=-0.1293 homo_lumo_gap_ev=10.1 homo_energy_ev=-13.649 mol_weight_g_mol=99.157 smiles="C=C(C)CC(N)=[NH2+]"
C -0.6118 -0.6705 1.0016
C 0.8305 -0.4807 0.5470
C 0.7078 0.3016 -0.7819
C 1.0121 -0.3672 -1.8820
C 0.4148 1.8168 -0.7155
N -0.9985 -1.6406 1.7342
N -1.5712 0.0935 0.5578
H 1.5706 0.0866 1.2151
H 1.1961 -1.4784 0.3472
H -0.3330 -2.1991 2.2720
H 1.4917 -1.3082 -1.9217
H 1.1123 0.1460 -2.7543
H 1.1558 2.4351 -1.3416
H 0.4356 2.2172 0.2923
H -0.6277 1.9465 -1.0040
H -2.0284 -1.8294 1.5785
H -1.2536 1.0895 0.3646
H -2.5032 -0.1588 0.4906